Computed, not measured: a structure of composition C32H43BrCaN4P2, with ωB97M-V/def2-TZVPD.

HOMO = -4.4 eV
calculated total energy = -146901.362 eV
orbital gap = 3.567 eV
net charge = 0

Last column: Löwdin charge in e.
CARTESIAN COORDINATES (ANGSTROEM)
1 Ca 0.018 -0.885 -1.466  0.835
2 C 3.092 0.066 -6.319  -0.040
3 C 1.969 -0.701 -5.691  -0.241
4 C 1.609 -1.983 -6.097  -0.003
5 C 0.600 -2.673 -5.451  -0.079
6 C -0.032 -2.029 -4.402  -0.734
7 Br -1.378 -2.940 -3.426  0.814
8 N 0.273 -0.811 -3.996  -0.054
9 C 1.260 -0.169 -4.624  -0.083
10 H 3.435 -0.413 -7.234  0.079
11 H 3.940 0.126 -5.635  0.091
12 H 2.791 1.085 -6.563  0.084
13 H 2.136 -2.452 -6.919  0.123
14 H 0.326 -3.681 -5.723  0.108
15 H 1.510 0.816 -4.240  0.117
16 C -0.656 3.570 -1.180  -0.267
17 P -0.071 1.979 -0.510  0.972
18 C -0.887 2.013 1.164  -0.404
19 N -0.764 3.123 1.839  0.134
20 C -1.200 3.152 3.129  -0.202
21 C -1.082 4.342 3.888  -0.012
22 C -1.475 4.349 5.192  -0.069
23 C -1.998 3.176 5.798  -0.068
24 C -2.133 2.025 5.082  -0.008
25 C -1.742 2.001 3.719  -0.202
26 N -1.934 0.872 2.984  0.137
27 C -1.547 0.865 1.738  -0.382
28 P -1.961 -0.643 0.727  0.971
29 C -1.968 -1.931 2.005  -0.251
30 C -3.739 -0.317 0.300  -0.738
31 C -4.658 -0.242 1.517  -0.087
32 C -3.808 0.988 -0.493  -0.104
33 C -4.184 -1.471 -0.607  -0.105
34 C 1.721 2.226 -0.070  -0.731
35 C 2.518 1.799 -1.312  -0.117
36 C 2.074 3.662 0.305  -0.095
37 C 2.067 1.270 1.069  -0.089
38 H -0.575 4.360 -0.434  0.037
39 H -1.693 3.471 -1.499  0.032
40 H -0.058 3.841 -2.052  0.042
41 H -0.669 5.216 3.401  0.114
42 H -1.390 5.251 5.783  0.105
43 H -2.288 3.207 6.840  0.106
44 H -2.530 1.114 5.508  0.116
45 H -2.452 -1.607 2.924  0.037
46 H -0.935 -2.228 2.203  0.047
47 H -2.471 -2.811 1.599  0.044
48 H -4.367 0.555 2.201  0.070
49 H -4.660 -1.179 2.074  0.078
50 H -5.683 -0.051 1.188  0.087
51 H -3.545 1.856 0.116  0.075
52 H -4.828 1.137 -0.854  0.090
53 H -3.147 0.971 -1.365  0.070
54 H -4.136 -2.435 -0.098  0.079
55 H -3.575 -1.534 -1.511  0.045
56 H -5.220 -1.312 -0.916  0.089
57 H 2.218 2.353 -2.208  0.067
58 H 2.434 0.720 -1.498  0.048
59 H 3.580 1.999 -1.145  0.093
60 H 1.918 4.351 -0.528  0.074
61 H 3.135 3.708 0.567  0.089
62 H 1.497 4.015 1.158  0.064
63 H 1.828 0.228 0.830  0.067
64 H 1.589 1.551 2.008  0.079
65 H 3.147 1.298 1.226  0.086
66 C -0.120 -4.213 -0.051  -0.119
67 C 1.081 -3.784 0.734  -0.274
68 C 1.364 -4.381 1.949  -0.117
69 C 2.506 -4.057 2.675  -0.152
70 C 3.387 -3.139 2.107  -0.109
71 C 3.141 -2.514 0.900  -0.258
72 C 4.181 -1.608 0.294  -0.091
73 C 1.923 -2.757 0.170  -0.462
74 N 1.562 -2.107 -0.934  -0.292
75 H -0.637 -5.047 0.431  0.070
76 H 0.159 -4.501 -1.070  0.052
77 H -0.861 -3.406 -0.183  0.009
78 H 0.677 -5.134 2.328  0.091
79 H 2.729 -4.534 3.620  0.072
80 H 4.316 -2.912 2.623  0.096
81 H 5.170 -2.074 0.299  0.067
82 H 4.283 -0.657 0.826  0.047
83 H 3.894 -1.384 -0.735  0.039